This record from OMol25 describes a 11-piece molecular cluster, C30H68NO20 overall in a non-equilibrium geometry. The level of theory is the ωB97M-V functional and the def2-TZVPD basis.

```
119
Properties=species:S:1:pos:R:3:forces:R:3
C 1.0808 1.8395 0.9339 -0.293 0.449 0.997
C 0.7126 0.3137 1.0138 1.153 1.032 -0.366
C -0.2875 0.1055 2.1603 -0.602 0.408 -0.482
C -1.6835 0.4774 1.7133 -1.087 0.238 0.073
C -2.1240 -0.3210 0.4786 1.644 -0.188 0.539
C -1.1801 -0.0307 -0.7309 1.404 0.497 1.131
N 0.2286 -0.1532 -0.2840 0.610 -1.917 0.009
O 1.2792 -0.0554 -1.3134 -1.939 -0.898 0.989
C -1.5475 1.3957 -1.2793 -1.449 -0.723 0.279
C -1.4203 -1.1486 -1.7601 -0.365 1.302 -0.264
C 1.9650 -0.4722 1.4918 0.727 -0.188 -0.898
H 0.1833 2.4342 0.7484 -0.122 -0.093 0.037
H 1.8105 2.2570 0.2394 0.113 -1.001 -0.476
H 1.4358 2.1901 1.9126 -0.020 -0.105 0.149
H -0.0509 0.7015 3.0455 0.354 0.232 -0.199
H -0.2753 -0.9226 2.5372 -0.063 -0.256 -0.366
H -1.7863 1.5469 1.5112 0.322 0.084 -0.073
H -2.3550 0.3134 2.5641 -0.225 -0.184 -0.090
H -3.1668 -0.1771 0.1946 -0.012 0.127 0.017
H -1.9459 -1.3642 0.7678 -0.330 -0.278 -0.232
H -1.7289 1.3351 -2.3537 0.758 0.481 -0.188
H -0.9557 2.2231 -0.9002 0.724 -0.252 -0.731
H -2.5433 1.6717 -0.8949 -0.224 -0.194 0.072
H -1.0494 -0.8123 -2.7282 0.021 -0.213 -0.059
H -2.5127 -1.2321 -1.7910 -0.068 -0.475 -0.376
H -0.9461 -2.0928 -1.4998 -0.037 0.055 0.282
H 2.4818 0.0805 2.2807 -0.197 -0.027 0.209
H 2.7131 -0.6353 0.7102 -0.217 0.599 -0.395
H 1.7728 -1.5029 1.8157 -0.568 0.087 0.335
C 0.7670 5.8640 -0.2403 -0.015 1.125 1.726
C 1.6220 4.9027 -0.7663 -0.353 0.305 -2.855
C 3.0295 4.7089 -0.1541 1.911 -3.181 -0.223
O 3.8380 3.8050 -0.5797 -1.498 1.132 -0.517
C 3.4125 5.3868 0.9804 -1.874 2.858 2.077
C 2.5495 6.3860 1.6067 0.177 -0.666 -2.019
C 1.0721 6.6064 0.9253 1.261 -0.945 1.134
O 0.3485 7.3522 1.5940 -0.806 0.627 -0.360
O 2.8711 7.1284 2.5411 -0.025 -0.151 0.326
O 1.2666 4.3670 -1.8598 1.120 -0.395 1.277
H -0.1735 6.0229 -0.7538 -0.125 -0.008 0.064
H 4.3606 5.2599 1.4874 0.238 -0.334 -0.334
C -5.4291 -1.9148 -0.6440 -0.458 -0.715 0.960
O -6.8103 -1.5196 -0.5800 0.020 0.107 -0.670
H -4.9384 -1.4067 0.1833 0.457 0.047 -0.353
H -5.4081 -2.9861 -0.4285 0.141 -0.030 0.026
H -4.9254 -1.7929 -1.6006 -0.145 0.481 0.021
H -7.0348 -1.0936 -1.4104 -0.045 0.055 0.049
C -1.5915 -4.7615 2.4643 -0.307 -1.456 0.522
O -2.1380 -5.1598 3.7357 -0.220 0.346 0.293
H -2.2067 -5.2545 1.7071 0.087 0.543 -0.433
H -1.6082 -3.6788 2.3942 0.186 -0.083 -0.073
H -0.6065 -5.2294 2.4182 0.283 0.698 -0.428
H -2.1440 -6.1191 3.7301 -0.026 -0.009 0.100
C 0.6269 2.6121 5.3097 1.723 1.087 0.705
O -0.6547 2.5533 5.8938 -0.621 -0.220 -0.319
H 1.2987 3.2557 5.8953 -0.116 -0.087 0.400
H 1.1444 1.6516 5.2970 -0.383 -0.201 -0.434
H 0.7018 3.1628 4.3713 -0.792 -0.640 -0.424
H -0.6128 2.8569 6.7997 0.138 0.061 -0.011
C -4.4209 0.0014 -3.8838 0.614 0.105 1.482
C -5.0933 1.3617 -3.8719 0.200 0.280 -0.849
O -5.7086 1.5346 -5.1591 -0.308 0.261 -0.158
O -3.4088 -0.1820 -4.8586 -0.729 0.352 -0.079
H -5.1098 -0.8464 -3.9435 -0.452 0.215 0.014
H -3.9307 -0.0506 -2.9083 0.220 -0.294 -0.053
H -4.3780 2.1764 -3.7331 0.444 -0.300 -0.313
H -5.7674 1.5598 -3.0339 -0.356 -0.713 -0.067
H -6.6576 1.6444 -5.0810 0.016 0.006 0.164
H -3.8842 -0.2007 -5.6970 0.255 0.126 -0.149
C 1.1838 -4.3190 0.0921 0.045 1.107 -0.872
C 2.3951 -3.6206 -0.5192 0.874 0.363 0.370
O 2.1188 -2.9794 -1.7410 -0.550 -0.479 -0.216
O 0.6021 -5.2425 -0.8117 -0.257 -0.831 0.266
H 0.4885 -3.4961 0.2962 -0.215 -0.056 0.174
H 1.3928 -4.8183 1.0378 0.215 -0.182 -0.128
H 3.2655 -4.2544 -0.7058 -0.310 -0.549 -0.075
H 2.7873 -2.9034 0.2104 -0.302 0.219 0.074
H 1.5739 -2.1696 -1.6108 0.186 0.958 0.345
H 0.1996 -4.7706 -1.5455 0.265 0.325 0.033
C -4.7947 0.2742 3.8908 0.906 -0.450 0.782
C -4.4683 1.5612 4.5753 0.468 0.969 1.188
O -5.4624 2.5741 4.3629 0.381 -0.387 -0.187
O -5.9599 -0.3811 4.4314 -0.325 0.702 -0.421
H -3.9706 -0.4069 4.1130 0.223 0.050 -0.495
H -4.8443 0.5044 2.8256 -0.273 -0.409 -0.102
H -3.4587 1.9054 4.3292 -0.323 0.247 -1.247
H -4.2277 1.5073 5.6459 -0.954 -0.739 0.326
H -6.2886 2.0871 4.2775 -0.079 0.091 0.117
H -6.4843 -0.6879 3.6874 -0.011 -0.071 0.040
C 5.4564 -0.8140 -1.7819 0.421 -0.583 0.292
C 5.0637 -1.2595 -3.1798 -1.238 -0.566 0.336
O 3.6758 -1.1100 -3.3664 -0.292 0.293 -0.519
O 5.2268 0.5677 -1.6452 0.257 -0.342 -0.122
H 6.4722 -1.1565 -1.5316 0.453 0.512 -0.410
H 4.9087 -1.4100 -1.0392 -0.706 0.198 -0.177
H 5.2015 -2.3388 -3.3364 1.102 0.036 0.151
H 5.5596 -0.6625 -3.9470 0.125 -0.037 0.066
H 3.2230 -1.8394 -2.9167 0.040 0.303 0.250
H 5.9141 0.9782 -1.1167 -0.144 0.093 0.099
C 0.8780 -0.3855 -5.2304 0.963 1.749 0.184
C -0.1934 0.7114 -5.2167 -0.852 -0.560 1.263
O 0.1723 1.8860 -4.4699 0.358 -1.032 -1.252
O 2.0906 0.2087 -5.7491 -0.108 -0.618 -0.350
H 0.6085 -1.2342 -5.8647 -0.440 0.003 0.083
H 1.1213 -0.7336 -4.2259 -0.135 0.161 0.117
H -1.0613 0.2686 -4.7212 -0.142 -0.144 -0.011
H -0.5471 0.8969 -6.2375 0.345 0.459 -0.286
H -0.6267 2.3903 -4.2936 0.072 -0.050 0.180
H 2.1073 -0.0275 -6.6797 0.160 0.190 -0.039
C 5.5463 -1.5598 2.0268 -0.923 -0.829 0.030
C 5.0039 -2.9454 2.2836 1.867 -1.406 0.486
O 5.6916 -3.9709 1.5207 -0.546 0.148 -0.661
O 6.9824 -1.5405 2.0364 -0.851 0.526 -0.240
H 5.2061 -0.9047 2.8321 -0.372 0.086 -0.199
H 5.0549 -1.3026 1.0841 0.718 0.742 -0.166
H 3.9611 -3.0316 1.9924 -0.057 0.176 0.381
H 5.2339 -3.2602 3.3064 -0.801 0.393 0.384
H 6.5612 -4.1318 1.8915 0.044 0.380 0.085
H 7.0869 -0.5817 2.0033 0.866 -0.145 -0.067
```
Forces are in eV/Å.

Its net charge is -3. The lowest unoccupied orbital energy is 0.16164 Ha. As for the orbital gap: 2.31 eV. For the total energy, the calculation gives -2742.96590 Ha.